Computed, not measured: a 2-piece molecular cluster, C4H7N5O overall, with wB97M-V/def2-TZVPD.

XYZ file:
```
17
Properties=species:S:1:pos:R:3:forces:R:3:mulliken_charge:R:1
N 0.9841 -1.3395 2.6358 -0.078 -0.219 0.284 -0.600
H -1.0226 0.0343 2.0397 0.023 -0.002 -0.363 0.303
H 1.7173 -1.4711 3.3233 -0.129 0.028 -0.105 0.237
H 0.5029 -2.2281 2.5335 0.085 0.116 0.004 0.204
C 1.5305 -0.8853 1.3699 0.378 0.100 -0.411 -0.233
C 0.4832 -0.1721 0.5750 -0.212 0.044 -0.326 0.411
N -0.7012 0.1937 1.0911 0.124 -0.647 0.222 0.341
N -1.4583 0.7928 0.1684 -0.031 1.397 -0.201 -0.884
C -0.6366 0.8771 -0.8619 0.955 0.134 0.412 0.456
N 0.5347 0.2104 -0.6890 0.590 0.391 0.460 -0.628
C -1.0036 1.4802 -2.1720 -4.082 -3.941 -1.275 0.305
N -0.8626 0.7537 -3.2646 2.209 0.789 0.269 -0.603
H 2.3423 -0.1701 1.5672 -0.185 -0.202 -0.032 0.273
H 1.9563 -1.6810 0.7363 -0.079 0.207 0.150 0.252
O -2.1954 1.9882 -2.2784 -0.520 0.883 -0.888 -0.606
H 0.0333 0.2787 -3.3163 -0.063 -0.438 -0.420 0.224
H -2.2044 1.3381 -3.4583 1.014 1.360 2.219 0.547
```
Forces are in eV/Å.

Results
M ... 141.1 g mol⁻¹
Relative energy (zero: lowest compared OMol25 entry of this formula, charge and spin) ... 2.4627 eV
Lowest unoccupied orbital energy ... 0.42 eV
Total charge ... 0
Kohn-Sham gap ... 0.35987 hartree
Total energy ... -505.55655 Eh

Computed, not measured: C4H7N5O2 in the gas phase, with wB97M-V/def2-TZVPD.

XYZ file:
```
18
Properties=species:S:1:pos:R:3:forces:R:3:mulliken_charge:R:1
C 0.4108 -0.5201 -0.6504 1.286 2.133 1.005 0.568
C 0.2737 1.5874 0.8092 0.903 -1.549 -3.378 -1.781
C -1.4534 -0.3097 1.0112 -0.174 2.673 -1.759 -1.278
C 0.0427 0.0657 0.7314 -0.693 -0.458 1.481 0.341
N -0.2890 0.2529 -1.6576 0.849 -0.736 0.213 -0.100
N 1.8464 -0.1832 -0.8843 -0.341 -0.795 0.469 -0.140
N 0.5859 0.9345 -2.1881 -2.903 1.979 -2.276 -0.225
N 1.8558 0.7150 -1.7196 2.028 -0.949 0.723 -0.240
N 0.2233 -1.9368 -0.7473 -0.428 -3.473 0.388 1.016
O 0.1956 -2.6077 0.2896 0.297 1.007 -1.135 -0.509
O 0.1222 -2.4128 -1.8632 0.108 0.597 0.303 -0.558
H -0.3930 2.0945 0.1389 -1.027 0.190 -0.084 0.450
H 1.2158 1.7895 0.2367 -0.157 0.402 1.857 0.464
H 0.0935 1.9177 1.7780 0.486 0.829 1.659 0.498
H -2.2462 0.3378 0.4347 1.813 -1.070 0.599 0.243
H -1.5579 0.0645 2.0190 -0.608 -1.148 0.666 0.431
H -1.5626 -1.3277 0.6784 -0.756 -0.397 1.181 0.471
H 0.6365 -0.4617 1.5834 -0.684 0.765 -1.912 0.350
```
Forces are in eV/Å.

Results
M ... 157.1 g mol⁻¹
Relative energy (zero: lowest compared OMol25 entry of this formula, charge and spin) ... 5.7600 eV
Lowest unoccupied orbital energy ... -1.69 eV
Total charge ... 0
Kohn-Sham gap ... 0.35222 hartree
Total energy ... -580.64766 Eh